7
Properties=species:S:1:pos:R:3:mulliken_charge:R:1 method="wB97M-V/def2-TZVPD" e_tot_ev=-51986.51693 orbital_gap_ev="7.062 / 7.065" charge=0 lumo_energy_ev="-2.17 / -2.17" mol_weight_g_mol=181.34 spin_multiplicity=1
C 1.108 0.080 0.012 0.53
O -2.344 -1.105 -0.078 -0.45
O -0.841 0.971 -0.035 -0.35
P -2.253 0.343 0.082 0.29
Cl 1.924 1.010 -1.135 -0.01
Cl 0.857 -1.513 -0.488 0.00
Cl 1.549 0.214 1.642 -0.01